Molecular formula: C4H11N2
Method: DFT, ωB97M-V with the def2-TZVPD basis set

CARTESIAN COORDINATES (ANGSTROEM)
N  -0.8083  -2.2106  1.5199
N  0.9997  0.7480  -0.4210
C  1.9509  1.1530  0.6094
C  -0.9909  -1.4671  0.4204
C  -1.1593  0.6763  -1.5514
C  -0.2813  0.9522  -0.3614
H  1.7630  0.5123  1.4420
H  -0.7270  -3.2004  1.5810
H  -0.6482  -1.7164  2.4674
H  1.4207  0.3986  -1.2833
H  3.0904  1.0547  0.2864
H  -1.3469  -2.0069  -0.4024
H  1.6118  2.0920  0.7544
H  -0.6977  1.4156  0.4850
H  -1.3467  1.5182  -2.2021
H  -0.7048  -0.1891  -2.0186
H  -2.1253  0.2695  -1.3258

Properties
Net charge   +1
LUMO energy   -3.676 eV

Löwdin population analysis, charges in e, atoms 1 to 6: 0.031 -0.009 -0.003 0.032 -0.052 -0.106

=====

Molecular formula: C2H2BrClO
Method: DFT, ωB97M-V with the def2-TZVPD basis set

CARTESIAN COORDINATES (ANGSTROEM)
Br  -2.1022  -0.4333  0.6825
Cl  -0.3667  -1.3809  3.0368
O  1.7155  -0.0253  2.3322
C  -0.3538  -0.1769  0.0892
C  0.6848  -0.4716  2.0766
H  -0.1611  -0.9809  -0.6197
H  0.0038  0.8076  -0.1621

Properties
Net charge   0
LUMO energy   0.030 eV

Löwdin population analysis, charges in e, atoms 1 to 6: 0.607 0.645 0.054 -0.530 -0.788 0.002

=====

Molecular formula: C7H11I2N2O2Y
Method: DFT, ωB97M-V with the def2-TZVPD basis set

CARTESIAN COORDINATES (ANGSTROEM)
I  3.3147  -1.7690  2.8854
I  -1.7465  2.6935  0.7740
Y  2.6273  0.1670  0.7491
O  3.4317  0.7314  -0.8923
O  1.8907  2.3814  1.9760
N  0.6248  -0.7976  -1.8126
N  -0.3166  -1.6242  -0.0571
C  -1.0962  -1.9932  -1.1468
C  -0.6192  -1.9106  1.3319
C  0.7524  -0.8789  -0.4490
C  -3.2068  3.0237  1.7994
C  1.4967  -0.0674  -2.6929
C  -0.5083  -1.4858  -2.2399
C  1.8122  3.0659  1.0213
H  -1.6319  2.0859  2.4841
H  -0.8179  -1.5487  -3.2775
H  -1.3618  -2.7200  1.4003
H  0.9804  0.8137  -3.1192
H  -3.9376  2.1875  1.7601
H  0.3079  -2.2132  1.8457
H  -1.0214  -1.0141  1.8385
H  2.4078  0.2850  -2.0718
H  -3.1895  3.8829  2.4775
H  1.8055  -0.7097  -3.5377
H  -1.9983  -2.5857  -1.0463

Properties
Net charge   -2
LUMO energy (alpha / beta)   4.358 / 4.367 eV

Löwdin population analysis, charges in e, atoms 1 to 6: -0.263 0.635 0.718 -0.779 -0.331 -0.152

=====

Molecular formula: C3H10NS
Method: DFT, ωB97M-V with the def2-TZVPD basis set

CARTESIAN COORDINATES (ANGSTROEM)
S  -2.1074  -0.2078  0.8674
N  0.9146  1.2635  0.7960
C  -2.4875  0.3732  -0.8736
C  1.3796  -1.0079  -0.4466
C  1.5632  -0.1357  0.9356
H  -3.4014  -0.0277  -1.3302
H  -0.0636  1.1679  0.4337
H  -1.7835  0.0622  -1.6501
H  0.8299  1.5028  1.6707
H  1.2447  -2.1521  -0.3042
H  2.6446  -0.0128  1.0174
H  2.2310  -0.6691  -0.9900
H  -2.4747  1.4694  -1.0265
H  0.3703  -0.8715  -0.8089
H  1.1403  -0.7545  1.7093

Properties
Net charge   -1
LUMO energy   4.174 eV

Löwdin population analysis, charges in e, atoms 1 to 6: 0.036 -0.026 -0.710 -0.113 -0.286 -0.025

=====

Molecular formula: C28H19I2MnN2O2S2Se2Te2
Method: DFT, ωB97M-V with the def2-TZVPD basis set

CARTESIAN COORDINATES (ANGSTROEM)
I  4.4674  3.3835  5.1780
I  -0.3717  4.5703  1.8575
Te  -1.6381  -3.9692  3.8452
Te  -1.5532  -1.8491  5.4777
Se  -0.6266  -2.9450  1.8274
Se  -1.8691  -0.0682  3.8506
Mn  -0.5688  -0.4996  1.8401
S  -4.6996  -0.7007  -0.0795
S  0.6408  -1.7396  -0.9029
O  0.4768  -0.5916  0.0893
O  -0.3692  1.3564  1.8327
N  1.1853  -0.4091  2.9117
N  -2.2848  -0.3035  0.6880
C  3.9803  -0.3578  -3.6191
C  2.4477  0.1137  -1.8256
C  -2.8219  -2.5461  -2.7291
C  3.1070  -1.0569  4.1578
C  -1.6747  -2.6418  -1.9531
C  -2.0815  2.5103  -1.7264
C  3.4831  -1.6509  -3.7231
C  -4.2618  1.4722  -1.8105
C  -3.0246  -1.4303  -3.5266
C  1.9568  -1.1747  -1.9528
C  -2.5396  0.6783  -0.2754
C  -3.8276  0.6027  -0.8109
C  -0.9323  -0.4952  -2.8078
C  3.4347  0.2453  4.4129
C  0.6322  1.8351  2.5448
C  -2.0837  -0.4061  -3.5681
C  -0.7466  -1.6121  -2.0000
C  -3.3750  2.4249  -2.2599
C  1.9972  3.5860  3.4952
C  1.9624  -1.3517  3.3976
C  1.5110  0.8965  3.1429
C  3.4699  0.5179  -2.6728
C  0.8868  3.1709  2.7287
C  -1.6496  1.6487  -0.7436
C  -3.3352  -1.0479  0.8761
C  2.6298  1.2852  3.8981
C  2.4671  -2.0710  -2.8806
C  2.8508  2.6806  4.0662
H  2.1689  4.6450  3.6250
H  -2.2480  0.4589  -4.1952
H  -3.6836  3.1203  -3.0285
H  3.8918  -2.3334  -4.4545
H  3.8691  1.5191  -2.5897
H  1.6754  -2.3742  3.1888
H  -0.1885  0.2895  -2.8388
H  -1.4085  3.2742  -2.0913
H  -5.2613  1.4010  -2.2152
H  -0.6586  1.7182  -0.3268
H  -1.5093  -3.4948  -1.3076
H  3.7125  -1.8689  4.5326
H  4.3078  0.4898  5.0018
H  -3.3437  -1.8655  1.5810
H  4.7768  -0.0352  -4.2753
H  2.0447  0.7738  -1.0708
H  2.0756  -3.0786  -2.9480
H  -3.5537  -3.3409  -2.7085
H  -3.9191  -1.3588  -4.1295

Properties
<S²>   1.0245
Net charge   +1
Spin multiplicity   2
LUMO energy (alpha / beta)   -5.849 / -5.689 eV

Löwdin population analysis, charges in e, atoms 1 to 6: 0.946 0.962 0.393 0.396 0.171 0.252

=====

Molecular formula: C52H58BrFN14O2S
Method: DFT, ωB97M-V with the def2-TZVPD basis set

CARTESIAN COORDINATES (ANGSTROEM)
Br  -2.3296  7.8159  -4.9277
S  -1.1233  5.3324  -3.9884
F  -1.6240  5.4132  -2.5094
O  -0.9346  3.9607  -4.3031
O  -0.0525  6.2574  -4.1058
N  2.6339  1.2799  1.7827
N  3.8052  4.9564  -0.0416
N  1.6865  -9.2002  1.2979
N  -0.9498  11.2203  -5.0341
N  -1.6778  -0.0110  -2.1371
N  -9.7736  2.8669  -5.8089
N  0.3599  -1.5951  6.2786
N  -2.4357  5.9137  -4.8556
N  -5.8484  4.2523  -4.2783
N  7.7133  1.0110  4.5027
N  -3.8471  3.2541  -3.6876
N  -0.1241  -13.3000  3.5104
N  0.3563  -3.2281  0.9074
N  -4.3170  3.8878  -6.0261
C  0.5838  11.4127  -3.2023
C  0.0461  1.6291  -1.8315
C  -8.5732  1.1004  -4.7231
C  -1.2709  -0.5871  -1.0056
C  3.2211  7.2780  0.0401
C  3.1173  2.4082  2.2993
C  -0.0015  -8.9724  2.9828
C  0.8621  12.7250  -3.5486
C  -8.7285  2.4234  -5.1109
C  -0.6930  -4.0096  1.1570
C  9.4523  0.5774  6.0920
C  1.0464  -10.2845  0.8592
C  10.0120  1.1737  3.8536
C  -3.8460  5.6256  -4.4060
C  10.4194  0.8298  5.1324
C  -0.1168  -10.7746  1.4304
C  0.4584  1.0200  -0.6568
C  -0.7654  -5.3394  0.7737
C  3.9663  6.1826  0.4504
C  -10.6458  0.6356  -5.8017
C  -0.7315  -0.9444  3.7981
C  1.3806  -3.7692  0.2507
C  3.8570  0.0638  3.4443
C  -0.6919  -0.7859  6.1754
C  -4.4226  4.2070  -4.6128
C  -0.6514  -10.1028  2.5179
C  -1.2467  -14.0144  3.5323
C  -9.5535  0.1877  -5.0760
C  0.3641  -1.7880  3.8867
C  -0.2193  -0.1132  -0.2352
C  1.0027  -13.9231  3.8460
C  3.0074  0.1356  2.3523
C  -0.3235  10.7073  -3.9773
C  2.2558  7.0894  -0.9357
C  -1.0194  1.0793  -2.5270
C  0.8678  -2.0782  5.1467
C  1.4072  -5.0890  -0.1741
C  -0.1169  -15.9911  4.2292
C  1.0600  -15.2604  4.2103
C  2.8750  4.7908  -0.9799
C  4.3532  1.2446  3.9740
C  0.3093  -5.8902  0.0935
C  8.1184  0.6808  5.7268
C  -0.6741  12.4822  -5.3551
C  3.9768  2.4418  3.3870
C  1.1621  -8.5667  2.3430
C  2.0770  5.8200  -1.4601
C  -1.2726  -0.4318  4.9664
C  8.6521  1.2509  3.5908
C  -10.7072  1.9790  -6.1419
C  -1.2984  -15.3552  3.8828
C  0.2210  13.2719  -4.6488
H  7.3353  0.4879  6.4529
H  0.2959  -6.9281  -0.2139
H  5.0315  1.2311  4.8144
H  -1.0883  -0.4005  7.1087
H  -1.3432  1.5317  -3.4536
H  4.1235  -0.8957  3.8667
H  -0.1138  -17.0367  4.5086
H  10.7302  1.3786  3.0717
H  0.5373  2.5147  -2.2136
H  8.2955  1.5180  2.6020
H  1.5660  13.3112  -2.9722
H  0.4078  14.2915  -4.9568
H  -0.5785  9.6789  -3.7569
H  1.4941  -10.7867  0.0083
H  -2.2419  -15.8837  3.8832
H  -2.1258  0.2327  4.9455
H  9.7217  0.3057  7.1034
H  2.0062  -15.7136  4.4721
H  -4.4276  6.2874  -5.0468
H  -11.5472  2.3630  -6.7106
H  -0.3817  -8.4123  3.8264
H  0.0772  -0.6358  0.6638
H  1.2884  1.3933  -0.0684
H  -7.9765  3.1565  -4.8502
H  -1.6420  -5.9280  1.0077
H  0.8128  -2.2051  2.9958
H  1.9036  -13.3195  3.8210
H  -11.4366  -0.0392  -6.1001
H  -6.0052  4.8467  -3.4705
H  1.6513  7.9164  -1.2866
H  11.4714  0.7594  5.3768
H  -1.1518  -0.6872  2.8333
H  -0.5850  -11.6653  1.0370
H  -3.4858  4.2936  -6.4348
H  2.5982  -0.7688  1.9118
H  -1.5550  -10.4566  2.9962
H  -4.2800  2.8874  -6.1636
H  4.7311  6.2923  1.2120
H  -1.1952  12.8788  -6.2193
H  3.3965  8.2514  0.4781
H  -1.5136  -3.5459  1.6953
H  1.0592  10.9426  -2.3523
H  1.3385  5.6374  -2.2264
H  -1.8097  -1.4807  -0.7070
H  2.2205  -3.1107  0.0541
H  -7.7009  0.7998  -4.1584
H  -4.0021  5.9412  -3.3722
H  1.6943  -7.6828  2.6785
H  -2.1534  -13.4864  3.2541
H  -9.4682  -0.8533  -4.7917
H  2.7629  3.7814  -1.3623
H  4.3450  3.3879  3.7599
H  1.7252  -2.7345  5.2557
H  -4.5640  2.6169  -3.3710
H  2.2691  -5.4770  -0.6991
H  -3.0771  2.7410  -4.0787
H  2.8085  3.3268  1.8137
H  -6.3287  4.6808  -5.0621

Properties
Net charge   0
LUMO energy   -0.330 eV

Löwdin population analysis, charges in e, atoms 1 to 6: 0.860 0.497 -0.134 -0.240 -0.311 0.054